[1]
{
  "formula": "C19H21BeN5O5",
  "method": "ωB97M-V with the def2-TZVPD basis set",
  "homo_energy_ev": -6.80,
  "homo_lumo_gap_ev": 6.50,
  "multiplicity": 1,
  "e_lumo_ev": -0.3,
  "fmax_ev_per_a": 0.2,
  "energy_ha": -1401.58795,
  "elements": ["Be", "O", "C", "O", "C", "C", "N", "N", "C", "C", "O", "O", "H", "H", "H", "C", "C", "O", "N", "C", "C", "C", "C", "C", "C", "N", "H", "H", "H", "H", "H", "H", "H", "H", "H", "H", "C", "C", "C", "C", "C", "C", "N", "H", "H", "H", "H", "H", "H", "H", "H"],
  "xyz": [[-0.3471, 0.0970, -0.4153], [-2.0318, -3.8220, 3.7874], [-1.4010, -2.9810, 4.5846], [-1.3282, -3.1497, 5.7783], [-0.7516, -1.7853, 3.9646], [-0.0748, -0.8767, 4.7418], [0.4050, 0.0626, 3.9090], [0.0886, -0.1574, 2.6316], [-0.6212, -1.2744, 2.6426], [-1.1880, -1.8115, 1.3657], [-1.8074, -2.8747, 1.4002], [-0.9827, -1.1730, 0.2776], [-1.9887, -3.5084, 2.8387], [0.0772, -0.8611, 5.8072], [0.9250, 0.8885, 4.1486], [0.1398, -0.9442, -4.3414], [0.3832, -1.0192, -2.8625], [-0.2982, -0.3398, -2.0897], [1.3817, -1.8094, -2.4458], [1.6464, -2.0868, -1.0362], [2.2473, -0.9152, -0.3007], [3.5724, -0.9206, 0.1011], [4.0713, 0.1712, 0.7944], [3.2288, 1.2350, 1.0641], [1.9158, 1.1675, 0.6341], [1.4381, 0.1178, -0.0367], [-0.8616, -0.5595, -4.5083], [0.2515, -1.9163, -4.8198], [0.8571, -0.2525, -4.7864], [1.8708, -2.3498, -3.1380], [2.3322, -2.9296, -0.9959], [0.7138, -2.3796, -0.5555], [4.1989, -1.7737, -0.1219], [5.1035, 0.1872, 1.1190], [3.5749, 2.1089, 1.5974], [1.2026, 1.9634, 0.8105], [-2.8116, 1.2280, 1.3390], [-1.9484, 2.1062, 0.4894], [-2.0479, 3.4688, 0.3497], [-1.0766, 3.8589, -0.6072], [-0.4358, 2.7152, -1.0137], [0.5898, 2.6123, -2.1014], [-0.9457, 1.6249, -0.3278], [-3.6680, 1.8036, 1.6897], [-2.2906, 0.8464, 2.2179], [-3.1944, 0.3713, 0.7806], [-2.7588, 4.1011, 0.8593], [-0.8907, 4.8514, -0.9900], [0.7988, 3.6125, -2.4809], [0.2321, 2.0111, -2.9411], [1.5447, 2.1844, -1.7801]],
  "atomic_forces_ev_per_a": [[0.1, 0.0, -0.1], [0.0, 0.0, 0.1], [0.0, 0.0, 0.0], [0.0, 0.0, 0.0], [0.0, 0.0, 0.0], [0.0, 0.0, 0.0], [0.0, 0.0, 0.0], [0.0, 0.0, 0.0], [0.0, 0.0, 0.0], [0.1, 0.0, -0.1], [0.0, 0.0, 0.0], [-0.1, 0.1, 0.1], [0.0, 0.0, 0.0], [0.0, 0.0, 0.0], [0.0, 0.0, 0.0], [0.0, 0.0, 0.0], [0.0, 0.1, 0.0], [-0.1, -0.1, 0.0], [-0.1, 0.0, 0.0], [0.0, 0.0, 0.0], [0.0, 0.0, 0.0], [0.0, 0.0, 0.0], [0.0, 0.0, 0.0], [0.0, 0.0, 0.0], [0.0, 0.0, 0.0], [0.0, 0.0, 0.1], [0.0, 0.0, 0.0], [0.0, 0.0, 0.0], [0.0, 0.0, 0.0], [0.0, 0.0, 0.0], [0.0, 0.0, 0.0], [0.0, 0.0, 0.0], [0.0, 0.0, 0.0], [0.0, 0.0, 0.0], [0.0, 0.0, 0.0], [0.0, 0.0, 0.0], [0.0, 0.0, 0.0], [0.0, 0.0, 0.0], [0.0, 0.0, 0.0], [0.0, 0.0, 0.0], [0.0, 0.0, 0.0], [0.0, 0.0, 0.0], [-0.1, 0.0, 0.0], [0.0, 0.0, 0.0], [0.0, 0.0, 0.0], [0.0, 0.0, 0.0], [0.0, 0.0, 0.0], [0.0, 0.0, 0.0], [0.0, 0.0, 0.0], [0.0, 0.0, 0.0], [0.0, 0.0, 0.0]],
  "nbo_charge": [1.69, -0.68, 0.78, -0.60, -0.26, 0.02, -0.32, -0.25, 0.01, 0.81, -0.65, -0.92, 0.51, 0.24, 0.41, -0.71, 0.73, -0.73, -0.58, -0.28, 0.23, -0.25, -0.13, -0.26, 0.11, -0.60, 0.26, 0.23, 0.25, 0.41, 0.22, 0.26, 0.22, 0.23, 0.23, 0.25, -0.64, 0.14, -0.34, -0.31, 0.09, -0.63, -0.85, 0.22, 0.20, 0.22, 0.21, 0.20, 0.22, 0.20, 0.19]
}



[2]
{
  "formula": "C19H21Br39O7S",
  "method": "ωB97M-V with the def2-TZVPD basis set",
  "homo_energy_ev": -10.01,
  "homo_lumo_gap_ev": 9.39,
  "multiplicity": 1,
  "e_lumo_ev": -0.6,
  "fmax_ev_per_a": 1.2,
  "energy_ha": -102047.86021,
  "elements": ["C", "C", "O", "O", "C", "O", "C", "C", "C", "O", "S", "O", "O", "O", "H", "H", "H", "H", "H", "H", "H", "H", "C", "Br", "Br", "Br", "H", "C", "Br", "Br", "Br", "H", "C", "Br", "Br", "Br", "H", "C", "Br", "Br", "Br", "H", "C", "Br", "Br", "Br", "H", "C", "Br", "Br", "Br", "H", "C", "Br", "Br", "Br", "H", "C", "Br", "Br", "Br", "H", "C", "Br", "Br", "Br", "H", "C", "Br", "Br", "Br", "H", "C", "Br", "Br", "Br", "H", "C", "Br", "Br", "Br", "H", "C", "Br", "Br", "Br", "H"],
  "xyz": [[6.3999, 0.2908, 0.0088], [5.3609, -0.4451, 0.7975], [5.4885, -1.5657, 1.1748], [4.1782, 0.2526, 1.1723], [3.4906, 0.8157, 0.1688], [3.7090, 0.6175, -1.0007], [2.3735, 1.7176, 0.6381], [1.0350, 1.3213, 0.0476], [-0.0538, 2.0032, 0.8361], [-1.2868, 1.4072, 0.4150], [-0.9406, -0.1288, 0.0130], [-1.5650, -1.0066, 0.9403], [-1.2447, -0.2815, -1.3676], [0.6407, -0.0816, 0.2616], [7.3617, 0.0606, 0.4671], [6.2832, 1.3728, 0.0070], [6.4314, -0.1147, -1.0034], [2.5484, 2.7396, 0.3020], [2.2886, 1.7237, 1.7215], [0.9532, 1.4509, -1.0317], [-0.0447, 3.0893, 0.8682], [0.0659, 1.6689, 1.8725], [2.2998, -1.5088, 4.6722], [2.3676, -3.4159, 4.9041], [4.0506, -0.7174, 4.7704], [1.3836, -1.0319, 3.0460], [1.7240, -1.1065, 5.4927], [-3.0981, 2.4664, 4.0705], [-1.1929, 2.5553, 4.3222], [-3.7330, 3.8267, 2.8637], [-3.6361, 0.7076, 3.4977], [-3.5601, 2.6508, 5.0316], [-5.0915, 0.3533, -0.4882], [-6.7866, 0.0555, 0.3764], [-5.1270, -0.2116, -2.3259], [-4.5213, 2.1822, -0.3179], [-4.3580, -0.2578, 0.0214], [3.9224, 0.4476, -4.1196], [5.8471, 0.5498, -4.1638], [3.1200, 1.8586, -5.1533], [3.2971, -1.2850, -4.6667], [3.6252, 0.5884, -3.0924], [-6.7455, 2.5378, 4.6956], [-7.9603, 3.6073, 3.6552], [-6.1663, 3.4579, 6.2875], [-7.4800, 0.8084, 5.0817], [-5.8691, 2.3788, 4.0853], [9.4834, -2.2055, -1.7528], [8.2412, -1.0380, -2.6505], [10.2577, -1.3657, -0.1993], [8.6782, -3.8918, -1.3190], [10.2939, -2.4035, -2.4400], [10.6594, 2.5210, -2.3116], [9.0879, 2.3582, -1.2130], [10.3184, 1.9718, -4.1236], [11.3932, 4.2975, -2.2370], [11.4016, 1.8490, -1.9052], [-6.6939, -2.9665, -4.7478], [-5.4125, -1.7963, -5.5792], [-8.3947, -2.1068, -4.5047], [-6.8600, -4.6171, -5.7241], [-6.3148, -3.2107, -3.7655], [1.5316, 6.0816, 2.5422], [-0.3765, 6.2533, 2.6857], [2.1010, 4.2951, 2.9901], [2.1702, 6.5935, 0.8020], [1.9776, 6.7507, 3.2635], [11.7239, -6.9999, -1.5797], [11.6092, -6.3658, 0.2328], [12.0421, -5.5637, -2.8234], [13.0397, -8.3905, -1.7627], [10.7656, -7.4309, -1.8298], [-4.5958, -4.6812, -8.9374], [-2.7043, -4.4079, -8.7190], [-5.3747, -3.3660, -10.1045], [-4.9915, -6.4734, -9.5224], [-5.0509, -4.5524, -7.9669], [-10.5876, -2.0411, 4.2827], [-9.6201, -2.0080, 5.9515], [-12.4254, -1.5322, 4.5127], [-9.7314, -0.9538, 2.9513], [-10.5714, -3.0596, 3.9239], [-13.5735, 2.3923, 2.8465], [-11.6729, 2.5033, 3.1302], [-14.2090, 3.8009, 1.6997], [-14.0906, 0.6563, 2.1942], [-14.0467, 2.5249, 3.8083]],
  "atomic_forces_ev_per_a": [[0.1, 0.2, 0.3], [0.4, -0.9, 0.0], [-0.3, 0.5, 0.0], [0.2, 0.2, -0.3], [-0.2, 0.3, -0.4], [0.1, -0.1, 0.3], [-0.2, -0.8, 0.1], [-0.4, 0.1, 0.0], [0.0, -0.2, 1.0], [0.6, -0.4, -0.5], [-1.2, 0.1, -0.3], [0.5, 0.1, 0.2], [0.4, 0.1, 0.1], [-0.2, 0.3, 0.1], [0.0, -0.1, 0.0], [-0.2, 0.0, -0.2], [-0.2, 0.2, 0.2], [0.2, 0.0, -0.1], [0.2, -0.1, 0.0], [0.2, 0.4, 0.0], [-0.4, 0.0, -0.6], [0.3, 0.2, 0.0], [-0.1, 0.0, 0.0], [0.0, 0.0, 0.0], [0.0, 0.0, 0.0], [0.1, 0.0, 0.1], [0.0, 0.0, 0.0], [0.0, -0.1, 0.0], [0.0, 0.1, 0.1], [0.1, 0.1, 0.1], [0.0, 0.1, 0.0], [0.0, 0.0, 0.0], [0.1, 0.0, 0.0], [0.0, 0.0, 0.0], [0.0, 0.0, 0.0], [-0.1, -0.1, -0.1], [0.0, 0.0, 0.0], [-0.1, -0.1, 0.0], [-0.1, 0.2, -0.1], [0.0, 0.0, 0.0], [0.0, 0.0, 0.0], [0.0, 0.0, 0.0], [0.0, -0.1, -0.1], [0.0, 0.0, 0.0], [0.0, 0.0, 0.0], [0.1, 0.2, 0.1], [0.0, 0.0, -0.1], [0.1, 0.0, -0.1], [0.3, -0.4, -0.1], [0.0, 0.0, 0.0], [-0.1, 0.0, 0.0], [0.0, 0.0, 0.0], [0.0, 0.0, 0.0], [0.0, 0.1, 0.0], [0.0, 0.0, 0.0], [0.0, 0.0, 0.0], [0.0, 0.0, 0.0], [0.0, 0.1, 0.0], [0.0, 0.0, 0.0], [0.0, 0.0, 0.0], [0.0, 0.0, 0.0], [0.0, 0.0, 0.0], [-0.1, 0.0, 0.0], [0.0, 0.0, 0.0], [0.0, 0.1, 0.1], [0.0, 0.0, 0.0], [0.0, 0.0, 0.0], [0.0, 0.0, 0.0], [0.0, 0.0, -0.1], [0.0, 0.0, 0.0], [0.0, 0.0, 0.0], [0.0, 0.0, 0.0], [0.0, 0.0, 0.0], [0.0, 0.0, 0.0], [0.0, 0.0, 0.0], [0.0, 0.1, 0.0], [0.0, 0.0, 0.0], [0.0, 0.0, 0.0], [0.0, 0.0, 0.0], [0.1, -0.1, 0.1], [-0.1, -0.1, -0.1], [0.0, 0.0, 0.0], [0.0, 0.0, 0.0], [0.0, 0.0, 0.0], [0.0, 0.0, 0.0], [-0.1, 0.1, -0.1], [0.0, 0.0, 0.0]],
  "mulliken_charge": [-0.34, 0.20, -0.52, -0.09, 0.37, -0.69, -0.32, 0.23, -0.25, -0.02, 0.86, -0.54, -0.57, -0.26, 0.34, 0.37, -0.05, 0.49, 0.04, 0.34, 0.25, 0.06, -0.34, -0.03, -0.06, 0.09, 0.36, -0.30, -0.06, 0.01, 0.04, 0.34, -0.18, 0.02, 0.02, 0.01, 0.13, 0.80, 0.01, -0.04, -0.02, -0.66, 0.38, -0.02, -0.04, 0.05, -0.40, -0.29, 0.06, -0.07, -0.01, 0.33, -0.28, 0.05, -0.02, -0.04, 0.34, -0.30, -0.03, 0.01, -0.08, 0.36, -0.38, 0.01, -0.01, -0.02, 0.40, -0.30, -0.01, -0.01, -0.04, 0.34, 0.31, -0.01, -0.01, -0.02, -0.28, -0.34, -0.07, 0.00, 0.02, 0.35, -0.31, 0.05, -0.04, -0.04, 0.34]
}



[3]
{
  "formula": "C19H21Cl2Si",
  "method": "ωB97M-V with the def2-TZVPD basis set",
  "homo_energy_ev": -11.19,
  "homo_lumo_gap_ev": 5.43,
  "multiplicity": 1,
  "e_lumo_ev": -5.8,
  "fmax_ev_per_a": 1.9,
  "energy_ha": -1946.22702,
  "charge": 1,
  "elements": ["Cl", "C", "C", "C", "C", "C", "C", "C", "C", "C", "C", "C", "H", "H", "H", "H", "H", "H", "H", "H", "H", "H", "H", "Si", "C", "C", "C", "C", "C", "C", "Cl", "C", "C", "H", "H", "H", "H", "H", "H", "H", "H", "H", "H"],
  "xyz": [[-1.3539, -0.6326, 4.3757], [-0.3125, -0.7888, 3.0327], [0.8837, -1.5137, 3.1548], [1.7620, -1.5831, 2.0797], [1.4738, -0.9285, 0.8539], [2.4027, -0.9591, -0.2405], [2.0512, -0.5000, -1.6211], [3.2293, -1.0198, -2.5305], [4.0816, -1.8073, -1.5748], [3.5784, -1.7574, -0.2811], [0.2135, -0.2735, 0.7306], [-0.6619, -0.1993, 1.8086], [1.1195, -2.0033, 4.0959], [2.6912, -2.1506, 2.1806], [1.1161, -0.9621, -1.9762], [1.9221, 0.5949, -1.6626], [2.8373, -1.6202, -3.3667], [3.7687, -0.1636, -2.9583], [4.9713, -2.3463, -1.8941], [3.9922, -2.2782, 0.5835], [-0.0653, 0.1811, -0.2229], [-1.6103, 0.3234, 1.7136], [3.5524, 1.0386, 0.2821], [4.3747, 2.3514, 0.6061], [6.1230, 1.9684, 1.1329], [4.4308, 3.5228, -0.8484], [3.5787, 3.3013, 2.0313], [4.1040, 4.5051, 2.5094], [3.4893, 5.1904, 3.5658], [2.3315, 4.6617, 4.1499], [1.5599, 5.4933, 5.4501], [1.7981, 3.4546, 3.6800], [2.4267, 2.7779, 2.6234], [6.1297, 1.3214, 2.0180], [6.6553, 1.4462, 0.3296], [6.7107, 2.8630, 1.3874], [3.4191, 3.8082, -1.1586], [4.9747, 4.4553, -0.6385], [4.9233, 3.0441, -1.7021], [5.0051, 4.9376, 2.0704], [3.8898, 6.1270, 3.9458], [0.8990, 3.0540, 4.1422], [2.0121, 1.8366, 2.2638]],
  "atomic_forces_ev_per_a": [[0.0, 0.0, -0.1], [0.4, -0.1, -0.5], [0.2, 0.0, -0.3], [-0.1, 0.2, 0.2], [-0.2, 0.3, 0.3], [-1.2, -1.4, -0.2], [0.8, 0.0, -0.7], [-0.6, 0.5, 0.8], [-1.0, 0.5, 0.9], [0.9, 0.0, -1.0], [0.2, 0.0, 0.3], [0.3, 0.0, -0.4], [0.0, 0.1, -0.2], [-0.4, 0.3, 0.1], [0.2, 0.2, 0.4], [0.0, -0.4, 0.0], [0.3, 0.1, 0.3], [0.1, -0.3, 0.0], [-0.2, 0.0, 0.2], [0.0, 0.2, -0.4], [0.1, -0.1, 0.4], [0.2, -0.1, 0.0], [0.7, 1.2, 0.3], [0.0, 0.6, 0.4], [0.2, -0.6, -0.1], [-0.2, -0.2, -0.5], [-0.3, -0.8, -0.3], [-0.2, 0.3, 0.4], [-0.2, -0.3, -0.1], [0.4, -0.6, -0.8], [0.0, 0.0, 0.0], [0.2, 0.0, -0.1], [-0.1, 0.7, 0.7], [0.0, 0.1, -0.1], [0.1, 0.0, 0.1], [-0.4, -0.1, -0.1], [0.1, 0.0, 0.0], [-0.1, -0.4, 0.2], [0.0, 0.1, 0.0], [-0.2, -0.1, 0.1], [0.0, -0.2, -0.1], [0.2, 0.1, -0.1], [0.0, 0.1, 0.1]],
  "nbo_charge": [0.11, 0.03, -0.23, -0.11, -0.12, 0.33, -0.51, -0.48, 0.08, -0.32, -0.12, -0.23, 0.25, 0.23, 0.27, 0.27, 0.27, 0.26, 0.24, 0.25, 0.23, 0.25, -0.24, 1.43, -1.12, -1.12, -0.49, -0.19, -0.21, -0.04, 0.03, -0.25, -0.14, 0.24, 0.24, 0.26, 0.24, 0.26, 0.23, 0.22, 0.24, 0.23, 0.19]
}